[1]
Here is a molecular structure, C31H47NO3P2RuS from the OMol25 dataset. Energies are from the ωB97M-V functional and the def2-TZVPD basis.

```
86
Properties=species:S:1:pos:R:3:forces:R:3
Ru -0.035198 -0.921062 -2.738065 -0.91 -1.04 3.78
C -0.226467 -2.445758 2.017437 0.11 0.04 0.18
C 1.108790 -2.540501 1.542891 0.10 -0.02 0.03
C 1.118193 -1.198851 3.396980 0.18 0.18 0.23
C -0.209794 -1.626451 3.175755 -0.16 -0.16 0.04
C 1.923480 -1.701191 2.343103 -0.11 -0.13 0.21
C -1.442537 -3.101503 1.527241 -0.42 -0.37 -0.31
H -1.288037 -3.613188 0.578050 -0.04 -0.01 0.15
H -2.231591 -2.346511 1.395687 0.13 -0.11 0.05
H -1.808963 -3.844807 2.252270 0.07 0.21 -0.05
C -1.351443 -1.388251 4.076519 -0.30 0.41 0.11
H -2.292572 -1.312869 3.516721 0.23 -0.09 0.12
H -1.201399 -0.449421 4.626119 -0.09 -0.26 -0.01
H -1.448481 -2.206603 4.808979 0.06 0.18 -0.15
C 1.574744 -0.476302 4.597921 0.28 0.10 0.17
H 1.420787 -1.093643 5.494868 -0.02 0.09 -0.16
H 1.020066 0.459408 4.715268 0.06 -0.18 0.03
H 2.636946 -0.234338 4.530024 -0.11 0.02 0.07
C 3.372055 -1.478060 2.182909 0.44 0.28 -0.13
H 3.978394 -2.166126 2.794030 -0.24 0.12 -0.07
H 3.619939 -0.453891 2.492109 0.06 -0.30 -0.05
H 3.686805 -1.607039 1.140747 -0.10 -0.01 0.24
C 1.649535 -3.452995 0.515744 -0.08 -0.08 -0.45
H 2.176141 -4.293709 0.979157 0.01 0.08 0.08
H 2.375255 -2.935991 -0.125449 -0.15 -0.09 0.07
H 0.856776 -3.864447 -0.108952 0.21 -0.07 0.08
C -1.323793 0.413393 -3.990856 -1.97 2.09 -0.63
C -1.406042 -1.083457 -4.024823 -1.51 -0.04 -0.18
C -0.786602 -1.925701 -5.100296 -0.01 -0.61 -0.91
C 0.785897 -1.893972 -5.210532 -0.84 -0.37 -0.35
C 1.441115 -1.292920 -4.015914 2.68 0.45 -0.59
C 1.386637 0.099642 -3.720170 2.81 1.54 -0.50
C 0.998349 1.200768 -4.680256 -0.03 0.08 -0.01
C -0.489193 1.190636 -5.043911 0.09 0.20 0.35
H -1.246608 -1.653037 -6.061967 0.12 -0.36 0.09
H 1.092033 -1.389220 -6.130376 0.04 0.03 0.01
H -1.063126 -2.952099 -4.828973 -0.09 0.21 -0.40
H -0.625209 0.742543 -6.036484 -0.20 -0.12 0.27
H -2.358973 0.816650 -3.981499 0.34 -0.30 -0.20
H -2.310483 -1.472110 -3.505729 0.41 0.17 -1.12
H -0.828275 2.237539 -5.143070 -0.15 -0.55 0.16
H 1.268994 2.135438 -4.172296 -0.21 -0.06 -0.33
H 2.188513 0.435641 -3.057041 -0.13 -0.19 -0.49
H 1.607699 1.145714 -5.596443 -0.07 0.04 0.27
H 1.144048 -2.921346 -5.250704 -0.18 -0.04 -0.37
H 2.376575 -1.780403 -3.682497 -0.72 0.02 0.08
P -1.207193 0.895276 -1.955683 1.22 -0.75 0.13
P 2.015567 1.054420 -0.190345 -1.13 -0.79 -0.31
C -0.373750 2.453669 -1.447747 0.05 0.92 -0.19
C 1.179548 2.435814 -1.241712 0.73 -0.78 -0.30
H -0.840443 2.819930 -0.520043 -0.03 -0.38 -0.34
H -0.585840 3.227240 -2.212686 0.02 -0.31 0.26
H 1.686085 2.437193 -2.226826 -0.25 0.19 0.52
H 1.462090 3.344302 -0.690847 -0.36 -0.09 -0.42
C 2.976899 2.009122 1.014308 0.30 0.28 0.32
H 2.842699 1.513159 1.985768 0.19 0.50 -0.22
H 2.593104 3.036138 1.073076 0.29 -0.30 0.25
H 4.033739 1.980278 0.706091 -0.33 0.33 0.29
C 3.488074 0.389968 -1.103933 -0.20 0.18 -0.65
H 3.941526 1.179806 -1.717655 0.14 -0.26 0.00
H 3.209076 -0.466425 -1.734229 0.26 0.24 0.18
H 4.235167 0.046709 -0.378034 -0.27 0.15 -0.06
C -2.873929 0.407636 -1.386464 -0.36 0.51 0.08
H -2.807429 0.043247 -0.339869 0.23 0.12 -0.43
H -3.215965 -0.427131 -2.021226 0.23 0.39 0.18
H -3.644426 1.193635 -1.385103 0.34 -0.06 -0.22
C -0.781039 -2.612782 -1.841709 -0.14 -0.57 0.86
H -0.320522 -2.611493 -0.853481 -0.24 -0.22 -0.10
H -0.440407 -3.476639 -2.424754 0.01 -0.06 0.17
H -1.870221 -2.656994 -1.737811 0.14 -0.06 0.11
O -2.865569 -0.087233 1.479761 1.07 2.07 1.17
C -2.188197 0.921729 1.877559 -0.30 -1.78 -1.21
N -0.955960 1.221142 1.398712 -0.13 -0.25 0.06
S -0.249446 2.411138 2.249196 -0.50 -0.36 0.44
O 0.804282 1.906758 3.114665 -0.20 0.12 -0.55
O 0.066517 3.567526 1.445069 0.28 -0.20 -0.32
C -1.629535 2.763680 3.246439 -0.35 0.50 0.81
C -1.712686 3.713093 4.261710 -0.36 -0.22 -0.14
C -2.914584 3.782532 4.973459 0.02 -0.33 -0.33
C -3.964498 2.900053 4.660273 0.14 0.07 -0.11
C -3.835764 1.940722 3.649666 0.09 -0.12 -0.27
C -2.641768 1.877466 2.924356 -0.42 0.48 1.07
H -0.872355 4.369022 4.476605 -0.19 -0.10 -0.01
H -3.038636 4.516235 5.769018 0.02 -0.20 -0.20
H -4.899486 2.976314 5.214682 0.23 -0.07 -0.13
H -4.637668 1.244122 3.395501 0.17 0.26 0.21
```
Forces are in eV/Å.

## Properties
Energy above the lowest of the compared OMol25 structures with the same formula, charge and spin = 407.39 kJ/mol
F_max = 4.03 eV/A
HOMO-LUMO gap (alpha / beta) = 0.282 / 0.207 Eh
E = -72523.0521 eV
Highest occupied orbital energy (alpha / beta) = -10.07 / -10.32 eV
Multiplicity = 6
Charge = +1



[2]
Here is C5H5NO2 in the gas phase from the OMol25 dataset. Energies are from the ωB97M-V functional and the def2-TZVPD basis.

```
13
Properties=species:S:1:pos:R:3:forces:R:3
O -2.415683 -0.878308 -0.202011 0.13 -0.20 0.42
C -1.193798 -0.303484 0.062462 1.94 -2.85 -0.19
C -1.104401 1.031227 -0.041045 -3.11 4.60 0.93
C 0.036202 1.752127 0.116729 3.05 -3.63 -1.99
N 1.167950 1.026655 -0.040012 1.10 1.46 0.65
C 1.221373 -0.298318 -0.027958 -5.64 2.08 1.98
O 2.389732 -0.773980 -0.096014 4.27 -4.03 -0.41
C 0.039744 -1.056747 0.237840 -0.65 0.60 -1.91
H -2.754195 -1.323100 0.581197 0.05 -0.15 0.00
H -1.968114 1.753151 -0.110554 0.20 -1.66 -0.07
H 0.202509 2.796102 0.015181 -0.46 0.80 0.34
H 2.417049 -1.783549 -0.033204 -0.24 2.14 -0.18
H 0.139991 -2.159707 0.123495 -0.64 0.84 0.44
```
Forces are in eV/Å.

## Properties
Energy above the lowest of the compared OMol25 structures with the same formula, charge and spin = 159.27 kJ/mol
F_max = 6.33 eV/A
SMILES = Oc1ccnc(O)c1
HOMO-LUMO gap = 0.351 Eh
E = -10849.6642 eV
Highest occupied orbital energy = -8.97 eV



[3]
Here is a molecular structure, C29H64BrClNO14PS5Si2 from the OMol25 dataset. Energies are from the ωB97M-V functional and the def2-TZVPD basis.

```
118
Properties=species:S:1:pos:R:3:forces:R:3
C 0.206235 -4.917438 1.052199 0.23 -0.37 -0.02
C -0.901087 -5.907392 0.707881 0.16 -0.10 -0.93
O -2.242925 -5.413038 0.825305 1.03 -0.20 1.26
Si -2.749386 -4.784152 2.228611 -0.18 -0.13 -0.71
Cl -1.839217 -5.734570 3.788040 0.12 0.00 0.11
Br -4.894648 -5.254313 2.403296 -0.10 0.07 0.03
O -2.496615 -3.175351 2.239217 -0.35 -0.42 0.84
Si -2.941420 -2.065546 3.422276 0.72 1.65 -0.10
C -2.303467 -0.415416 2.790394 -0.53 -0.45 -0.11
C -2.657759 0.777553 3.679096 0.39 0.59 -0.04
C -2.687472 2.122528 2.900240 -0.08 -0.41 0.53
C -1.678808 3.154811 3.404107 0.20 0.08 -0.51
N -0.291601 2.671195 3.529103 -0.21 -0.31 0.37
C -4.818681 -1.834868 3.574701 0.01 -0.11 0.09
O -5.343234 -2.313210 4.829968 -0.21 -0.15 -0.15
O -5.630265 -1.189411 5.657627 0.04 0.19 0.06
P -2.054687 -2.546636 5.407034 -0.68 -1.52 0.34
C -0.258461 -2.750058 5.057770 -0.05 0.45 -0.32
C -2.306155 -1.139803 6.567214 0.57 0.29 -0.24
H 0.578301 -5.055861 2.066262 -0.16 0.24 0.13
H -0.094210 -3.888512 0.882990 -0.13 0.12 0.08
H 1.051939 -5.110411 0.390642 0.04 0.02 0.00
H -0.775284 -6.844121 1.253072 -0.15 0.07 0.24
H -0.795160 -6.168524 -0.346305 -0.16 0.03 -0.05
H -2.749995 -0.265707 1.800867 0.10 0.02 -0.08
H -1.227128 -0.463252 2.627008 0.03 0.01 -0.09
H -3.605421 0.658394 4.208426 -0.03 -0.15 -0.04
H -1.894452 0.877578 4.454456 -0.08 -0.18 0.14
H -3.688415 2.543237 3.016926 -0.01 0.16 -0.32
H -2.497692 1.917441 1.847146 -0.05 0.10 -0.07
H -1.661586 3.976969 2.684262 -0.13 0.11 0.07
H -2.006735 3.576795 4.355089 0.09 -0.04 0.09
H -0.149471 2.341086 4.477446 0.10 0.07 -0.01
H -0.168320 1.838186 2.958168 0.05 0.19 -0.26
H -5.045683 -0.770539 3.509925 0.12 0.06 -0.07
H -5.361950 -2.312805 2.755557 -0.07 -0.15 0.09
H -6.548347 -0.980168 5.427979 0.02 -0.14 0.00
H -0.173059 -3.258909 4.096378 0.03 -0.06 0.01
H 0.192623 -3.394107 5.808029 0.07 0.08 0.09
H 0.283477 -1.807097 4.972670 0.08 0.01 0.09
H -3.165433 -0.537238 6.286363 -0.14 -0.09 0.11
H -1.429244 -0.489119 6.588577 -0.02 0.08 -0.07
H -2.431040 -1.551399 7.564892 -0.19 0.04 0.03
C -1.583164 -1.197098 -2.172656 -0.02 0.19 -0.02
C -0.811233 -0.214568 -3.065751 0.02 -0.13 0.08
C -0.178181 0.833173 -2.145083 -0.05 0.04 -0.27
S 0.094705 0.021667 -0.571945 0.05 -0.11 -0.32
O -0.736839 0.651266 0.432309 0.14 0.15 0.06
O 1.508666 -0.137251 -0.333053 -0.07 0.06 0.21
C -0.643198 -1.545251 -1.024373 -0.16 -0.16 -0.04
H -1.887119 -2.087653 -2.714126 -0.04 -0.13 -0.04
H -2.483483 -0.714023 -1.779632 0.03 -0.04 0.02
H -0.028976 -0.747144 -3.609246 0.01 0.01 0.00
H -1.457045 0.256740 -3.804865 0.02 0.01 -0.01
H 0.781971 1.192032 -2.505877 -0.05 0.02 0.04
H -0.847293 1.674459 -1.966434 0.00 -0.03 0.11
H -1.147244 -1.971038 -0.158046 0.05 0.05 0.08
H 0.162501 -2.200987 -1.354952 0.03 0.03 0.01
C 2.209208 5.564005 -2.304700 -0.09 -0.12 0.08
C 2.351546 5.159739 -0.829474 -0.15 0.15 -0.23
C 2.525707 3.639689 -0.784402 -0.15 0.16 0.21
S 3.294818 3.177415 -2.339391 0.10 0.22 0.38
O 2.366646 2.359310 -3.087068 0.22 -0.01 -0.24
O 4.646682 2.727255 -2.122027 -0.03 -0.18 -0.21
C 3.314909 4.820977 -3.049382 -0.14 0.24 -0.06
H 2.293901 6.641253 -2.440976 0.01 0.00 0.01
H 1.233541 5.252313 -2.685926 0.02 0.01 -0.06
H 3.227268 5.633829 -0.396753 -0.16 -0.02 -0.21
H 1.486398 5.472662 -0.244919 -0.01 -0.05 0.00
H 3.168623 3.321826 0.031812 0.06 -0.09 -0.07
H 1.570890 3.119109 -0.727090 0.04 -0.08 -0.07
H 3.151240 4.752314 -4.122808 0.05 -0.13 0.00
H 4.295566 5.248341 -2.842501 0.02 -0.04 0.03
C -6.343902 -4.942990 -3.698190 0.06 -0.08 0.00
C -6.256211 -6.362586 -3.120155 0.00 0.06 0.01
C -4.797248 -6.602472 -2.713941 -0.20 -0.18 -0.08
S -4.114518 -4.986041 -2.308869 -0.21 -0.06 -0.05
O -3.082229 -4.667391 -3.266270 0.05 0.05 0.08
O -3.856418 -4.910464 -0.897274 -0.35 0.29 -0.57
C -5.586384 -4.048794 -2.723279 -0.18 0.05 -0.13
H -7.376102 -4.617130 -3.817209 0.00 0.00 -0.01
H -5.865430 -4.911933 -4.679386 0.00 0.03 0.00
H -6.900874 -6.439373 -2.242578 0.01 0.02 0.01
H -6.589162 -7.111292 -3.837284 0.00 -0.01 0.01
H -4.704346 -7.241482 -1.839446 0.10 0.05 0.03
H -4.209514 -7.009330 -3.534643 0.07 0.08 0.01
H -5.292055 -3.089000 -3.142037 0.10 -0.01 0.06
H -6.145978 -3.900809 -1.799686 0.04 -0.01 0.03
C 6.263830 6.453417 3.993234 -0.10 -0.03 0.02
C 5.501888 5.161563 4.319383 0.04 0.03 -0.05
C 4.251617 5.128088 3.431658 0.06 -0.10 0.24
S 4.666581 6.062802 1.950833 0.35 -0.27 0.39
O 3.835830 7.238644 1.889607 -0.04 -0.04 -0.21
O 4.769591 5.157293 0.831183 0.15 0.16 0.11
C 6.314084 6.534355 2.470877 0.14 0.13 0.20
H 7.264074 6.453486 4.423389 0.00 0.01 0.00
H 5.724633 7.314484 4.393693 0.02 0.02 -0.02
H 6.134888 4.300672 4.096834 0.00 0.00 -0.02
H 5.231997 5.105777 5.372572 -0.01 -0.01 0.00
H 3.975807 4.118081 3.139423 -0.09 0.05 -0.10
H 3.403883 5.622565 3.901616 -0.02 0.05 -0.08
H 6.537396 7.528134 2.089813 -0.08 -0.02 -0.09
H 7.008976 5.805482 2.055214 -0.05 -0.02 -0.05
C 5.238297 0.031361 -6.257144 -0.08 -0.07 -0.08
C 4.625302 -0.157553 -7.652449 0.01 0.02 0.05
C 3.255540 -0.821434 -7.465123 0.22 0.02 -0.20
S 2.675360 -0.315453 -5.834880 0.11 0.25 -0.04
O 2.593406 -1.482967 -4.992860 -0.14 0.00 0.02
O 1.547006 0.568325 -5.984549 -0.13 -0.14 0.08
C 4.133108 0.622307 -5.387889 0.30 -0.02 0.00
H 6.110870 0.682238 -6.283816 0.01 0.00 0.02
H 5.550250 -0.935048 -5.855395 0.01 0.01 0.03
H 4.500578 0.816967 -8.128780 -0.01 0.01 0.01
H 5.264739 -0.757872 -8.298365 0.00 0.00 -0.01
H 2.529500 -0.498703 -8.206611 -0.10 -0.03 0.08
H 3.326957 -1.907309 -7.463435 -0.04 -0.01 0.09
H 4.313216 0.525473 -4.320018 -0.16 0.02 0.03
H 3.942101 1.664746 -5.639332 -0.09 -0.01 0.03
```
Forces are in eV/Å.

## Properties
F_max = 1.80 eV/A
HOMO-LUMO gap = 0.287 Eh
E = -223053.7415 eV
Highest occupied orbital energy = -7.31 eV



[4]
Here is C4H8O2 in the gas phase from the OMol25 dataset. Energies are from the ωB97M-V functional and the def2-TZVPD basis.

```
14
Properties=species:S:1:pos:R:3:forces:R:3
C 0.315640 -1.335810 -0.693972 -1.33 -1.89 -0.67
C 0.852785 -0.185014 0.098247 0.65 -0.16 1.44
C 0.408132 1.274930 -0.159405 0.15 -0.47 -0.67
O -0.581950 1.479535 -1.118939 -1.21 -0.82 0.24
C -0.111016 0.556069 1.015459 0.66 0.75 2.10
O -1.488001 0.315997 0.943300 -0.05 -2.53 -0.28
H -0.448223 -2.052793 -0.017238 2.11 1.57 -1.71
H -0.354315 -0.871815 -1.507341 1.09 -1.11 0.86
H 1.163769 -2.030679 -1.166835 -2.06 1.61 1.06
H 1.825935 -0.358341 0.639993 -0.97 0.39 -0.94
H 1.177425 2.045870 -0.099963 -0.48 -0.07 -0.03
H -1.427731 1.002117 -0.764444 2.04 1.37 -0.59
H 0.224191 0.837243 2.055641 -0.35 -0.41 -1.25
H -1.556641 -0.677310 0.775497 -0.25 1.77 0.42
```
Forces are in eV/Å.

## Properties
Energy above the lowest of the compared OMol25 structures with the same formula, charge and spin = 274.58 kJ/mol
F_max = 3.13 eV/A
SMILES = C[C@H]1[C@@H](O)[C@H]1O
HOMO-LUMO gap = 0.368 Eh
E = -8370.4359 eV
Highest occupied orbital energy = -9.31 eV